Molecular formula: C5H8N2
Method: DFT, the ωB97M-V functional and the def2-TZVPD basis

Structure (ORCA input):
```
! wB97M-V def2-TZVPD RIJCOSX def2/J DEFGRID3
* xyz 0 1
C 0.11357 -0.83169 -0.93191
C -0.25058 -0.07157 1.17883
C -1.32256 0.55685 0.40540
C -0.32005 0.56850 -0.65575
C 0.92240 0.79551 0.46041
H 0.57512 -0.77743 -2.56780
H 0.95183 -1.65333 0.58420
H -0.04354 -0.05858 2.36634
H -2.08792 -0.43053 0.40900
H -1.83451 1.56573 0.61719
H -0.51983 1.51780 -1.31198
H 1.71585 -0.13221 0.03620
H 1.25267 1.86071 0.87859
N 0.86344 -1.46472 -1.84259
N -0.01589 -1.44503 0.37386
*
```

Values from the calculation:
HOMO-LUMO gap, eV: 10.25
Calculated total energy, Ha: -304.62927
Energy above the lowest of the compared OMol25 structures with the same formula, charge and spin, kcal per mole: 129.4